# 1
{
  "formula": "C33H29BrN6O7PS2V",
  "method": "ωB97M-V/def2-TZVPD",
  "symbols": ["V", "O", "C", "O", "C", "C", "C", "C", "C", "C", "P", "C", "C", "C", "C", "C", "C", "C", "C", "C", "C", "C", "C", "H", "H", "H", "H", "H", "H", "H", "H", "H", "H", "H", "H", "H", "H", "O", "S", "O", "N", "C", "S", "C", "C", "C", "C", "C", "C", "H", "H", "H", "H", "N", "C", "N", "O", "H", "H", "H", "H", "Br", "C", "C", "N", "C", "C", "C", "C", "O", "O", "H", "H", "H", "N", "N", "H", "H", "H", "H"],
  "positions_angstrom": [[0.59, -0.36, -0.97], [4.12, -1.02, -0.02], [3.06, -1.22, 0.49], [1.94, -1.30, -0.29], [2.78, -1.55, 1.90], [3.80, -2.06, 2.69], [3.52, -2.48, 3.98], [2.22, -2.41, 4.47], [1.20, -1.89, 3.68], [1.48, -1.44, 2.39], [0.10, -0.66, 1.51], [-0.24, 0.91, 2.31], [0.50, 1.29, 3.43], [0.23, 2.50, 4.05], [-0.76, 3.34, 3.55], [-1.48, 2.97, 2.43], [-1.22, 1.76, 1.80], [-1.21, -1.86, 1.71], [-2.32, -1.59, 2.50], [-3.25, -2.60, 2.72], [-3.07, -3.85, 2.15], [-1.95, -4.12, 1.37], [-1.01, -3.12, 1.15], [4.80, -2.13, 2.27], [4.31, -2.88, 4.60], [2.00, -2.75, 5.47], [0.20, -1.84, 4.08], [1.30, 0.67, 3.81], [0.81, 2.79, 4.92], [-0.96, 4.28, 4.04], [-2.25, 3.62, 2.03], [-1.80, 1.49, 0.93], [-2.47, -0.62, 2.95], [-4.11, -2.41, 3.34], [-3.79, -4.63, 2.33], [-1.80, -5.10, 0.95], [-0.13, -3.33, 0.56], [-3.56, 0.12, 0.40], [-3.05, -0.44, -0.81], [-3.01, -1.87, -0.96], [-1.50, 0.16, -1.17], [-1.51, 0.70, -2.38], [0.01, 0.86, -3.07], [-2.83, 0.94, -2.97], [-3.16, 1.64, -4.12], [-4.50, 1.72, -4.46], [-5.48, 1.10, -3.68], [-5.14, 0.40, -2.52], [-3.81, 0.34, -2.20], [-2.40, 2.12, -4.72], [-4.80, 2.26, -5.34], [-6.52, 1.18, -3.97], [-5.90, -0.08, -1.91], [0.80, -3.15, -3.56], [-0.10, -2.92, -2.62], [-1.16, -3.69, -2.43], [0.05, -1.92, -1.83], [0.69, -3.91, -4.20], [1.58, -2.49, -3.68], [-1.38, -4.46, -3.04], [-1.88, -3.34, -1.79], [4.97, 6.30, 0.92], [3.71, 5.22, 0.05], [3.06, 5.68, -1.09], [2.15, 4.98, -1.75], [1.85, 3.77, -1.30], [2.45, 3.22, -0.17], [3.40, 3.96, 0.53], [2.12, 1.87, 0.31], [2.56, 1.32, 1.28], [1.21, 1.21, -0.48], [3.30, 6.67, -1.48], [1.09, 3.22, -1.84], [3.88, 3.55, 1.41], [2.67, -0.94, -3.96], [2.76, -0.21, -2.72], [3.57, -1.01, -4.42], [2.07, -0.41, -4.58], [3.22, 0.68, -2.86], [3.35, -0.75, -2.09]],
  "mulliken_charge": [0.613, -0.676, -0.077, -0.167, 0.418, -0.814, -0.785, -0.702, -0.570, 0.166, 2.439, 0.675, -0.682, -0.822, -0.756, -0.934, -0.508, 0.563, 0.088, -0.807, -0.666, -0.845, -0.770, 0.540, 0.453, 0.487, 0.542, 0.412, 0.490, 0.458, 0.501, 0.198, 0.469, 0.493, 0.452, 0.500, 0.570, -0.563, 1.046, -0.718, 0.130, 0.627, -0.418, 0.306, -0.789, -0.631, -0.688, -0.863, 0.345, 0.546, 0.436, 0.453, 0.559, -0.256, 0.297, -0.269, 0.455, 0.251, 0.266, 0.259, 0.115, -0.111, -0.163, -0.193, -0.607, -0.276, 0.166, -0.702, 0.420, -0.514, 0.523, 0.422, 0.523, 0.643, -0.777, -0.213, 0.259, 0.223, 0.298, 0.237],
  "total_charge": 2,
  "homo_energy_ev": [-13.62, -13.62],
  "gap_ha": [0.2262, 0.2261],
  "e_tot_ha": -6785.48362,
  "spin_multiplicity": 1,
  "relative_energy_kj_mol": 0.0,
  "max_force_ev_per_a": 0.9
}

---

# 2
{
  "formula": "C16H28N4P2PdTe",
  "method": "ωB97M-V/def2-TZVPD",
  "symbols": ["Pd", "C", "P", "C", "C", "C", "P", "C", "C", "H", "H", "H", "H", "H", "H", "H", "H", "H", "H", "H", "H", "H", "H", "H", "H", "C", "Te", "C", "C", "C", "C", "C", "C", "C", "H", "H", "H", "H", "H", "H", "H", "H", "N", "C", "N", "N", "C", "N", "H", "H", "H", "H"],
  "positions_angstrom": [[0.04, 0.05, 0.75], [0.52, 2.18, -2.12], [-0.62, 1.14, -1.14], [-1.55, 0.03, -2.25], [-1.82, 2.45, -0.52], [-2.78, 1.95, 0.64], [-1.98, 0.72, 1.71], [-3.34, -0.43, 2.20], [-1.59, 1.49, 3.29], [0.26, 2.13, -3.25], [1.56, 1.92, -1.96], [0.47, 3.24, -1.84], [-0.81, -0.83, -2.44], [-2.00, 0.52, -3.15], [-2.44, -0.42, -1.70], [-2.45, 2.71, -1.37], [-1.16, 3.26, -0.21], [-3.69, 1.42, 0.22], [-3.09, 2.85, 1.27], [-4.25, 0.18, 2.38], [-3.09, -1.07, 3.05], [-3.46, -1.06, 1.32], [-2.50, 1.99, 3.64], [-0.80, 2.26, 3.11], [-1.35, 0.72, 4.10], [2.27, -1.02, -2.55], [1.99, -1.31, -0.47], [0.55, -2.86, -1.06], [0.55, -2.83, -2.59], [-0.37, -3.65, -3.29], [-0.35, -3.73, -4.65], [0.80, -3.14, -5.29], [1.66, -2.29, -4.63], [1.49, -2.05, -3.26], [3.34, -1.11, -2.83], [1.86, -0.08, -2.93], [-0.41, -2.53, -0.64], [0.95, -3.76, -0.60], [-1.02, -4.26, -2.58], [-1.01, -4.38, -5.26], [0.87, -3.37, -6.38], [2.48, -1.86, -5.16], [3.85, 1.00, 5.22], [2.73, 1.75, 4.95], [2.39, 2.72, 5.79], [2.00, 1.71, 3.84], [1.69, 0.73, 3.10], [1.28, -0.12, 2.36], [4.22, 1.03, 6.14], [3.81, 0.04, 4.79], [2.74, 2.69, 6.75], [1.59, 3.26, 5.53]],
  "mulliken_charge": [-0.420, -1.286, 0.957, -0.940, -0.903, -0.867, 1.031, -1.293, -1.326, 0.386, 0.403, 0.447, 0.074, 0.447, 0.264, 0.438, 0.444, 0.412, 0.409, 0.415, 0.415, 0.360, 0.476, 0.303, 0.318, -0.763, 0.433, -0.947, 0.369, -0.231, -0.868, -0.331, -1.101, 0.818, 0.592, 0.208, 0.411, 0.605, 0.352, 0.392, 0.352, 0.500, -0.415, 0.610, -0.341, -0.464, 0.673, -0.819, 0.259, 0.273, 0.229, 0.241],
  "total_charge": 2,
  "homo_energy_ev": [-12.10, -13.99],
  "gap_ha": [0.2422, 0.1836],
  "e_tot_ha": -1923.53345,
  "spin_multiplicity": 3,
  "max_force_ev_per_a": 3.5
}

---

# 3
{
  "formula": "C4H13N3",
  "method": "ωB97M-V/def2-TZVPD",
  "symbols": ["C", "C", "C", "C", "N", "N", "N", "H", "H", "H", "H", "H", "H", "H", "H", "H", "H", "H", "H", "H"],
  "positions_angstrom": [[-2.75, -1.14, 0.96], [-0.42, -0.43, 0.77], [2.20, -0.41, -0.93], [0.82, 0.32, -1.10], [-1.80, -0.53, 0.31], [-0.50, 1.84, 0.37], [0.31, 0.66, 0.22], [-2.67, -1.76, 1.83], [-3.74, -1.27, 0.54], [-0.34, -0.33, 1.89], [0.10, -1.45, 0.86], [2.81, 0.15, -0.07], [2.30, -1.52, -0.80], [2.80, -0.13, -1.78], [0.17, -0.22, -1.88], [1.30, 1.13, -1.64], [-1.84, -0.20, -0.67], [-0.53, 2.46, -0.42], [-0.06, 2.33, 1.14], [1.85, 0.49, 0.42]],
  "mulliken_charge": [-0.091, -0.792, -0.913, -0.440, 0.072, -0.603, 0.186, 0.314, 0.282, 0.492, 0.345, 0.367, 0.375, 0.432, 0.272, 0.459, 0.301, 0.294, 0.269, 0.378],
  "total_charge": 2,
  "homo_energy_ev": -18.89,
  "gap_ha": 0.3592,
  "e_tot_ha": -323.62070,
  "spin_multiplicity": 1,
  "relative_energy_kj_mol": 714.9,
  "max_force_ev_per_a": 5.6
}

---

# 4
{
  "formula": "C5H10",
  "method": "ωB97M-V/def2-TZVPD",
  "symbols": ["C", "C", "C", "C", "C", "H", "H", "H", "H", "H", "H", "H", "H", "H", "H"],
  "positions_angstrom": [[-1.01, -0.84, 0.84], [-0.07, 0.02, 0.02], [-0.67, 1.33, -0.45], [1.39, -0.02, 0.38], [0.91, -0.65, -0.91], [-0.66, -1.87, 0.91], [-1.09, -0.44, 1.86], [-2.02, -0.85, 0.41], [-1.27, 1.80, 0.34], [0.10, 2.04, -0.77], [-1.33, 1.16, -1.31], [1.97, 0.89, 0.32], [1.69, -0.69, 1.18], [1.15, -0.14, -1.84], [0.90, -1.73, -0.98]],
  "mulliken_charge": [-1.511, 1.427, -1.510, -0.776, -0.771, 0.382, 0.304, 0.366, 0.368, 0.380, 0.303, 0.252, 0.266, 0.266, 0.254],
  "total_charge": 0,
  "homo_energy_ev": -9.85,
  "gap_ha": 0.4043,
  "e_tot_ha": -196.47947,
  "spin_multiplicity": 1,
  "relative_energy_kj_mol": 76.0,
  "smiles": "CC1(C)CC1",
  "max_force_ev_per_a": 0.2
}

---

# 5
{
  "formula": "C24H44BrN3O5S5",
  "method": "ωB97M-V/def2-TZVPD",
  "symbols": ["C", "C", "C", "C", "N", "C", "C", "C", "C", "C", "N", "C", "C", "N", "C", "C", "C", "Br", "H", "H", "H", "H", "H", "H", "H", "H", "H", "H", "H", "H", "H", "H", "C", "S", "O", "C", "H", "H", "H", "H", "H", "H", "C", "S", "O", "C", "H", "H", "H", "H", "H", "H", "C", "S", "O", "C", "H", "H", "H", "H", "H", "H", "C", "S", "O", "C", "H", "H", "H", "H", "H", "H", "C", "S", "O", "C", "H", "H", "H", "H", "H", "H"],
  "positions_angstrom": [[1.96, -2.33, -4.08], [2.83, -1.46, -3.53], [2.47, -0.57, -2.34], [1.06, -0.20, -2.52], [0.00, 0.23, -2.66], [3.32, 0.70, -2.28], [2.84, 1.82, -1.61], [3.61, 2.97, -1.57], [4.84, 2.92, -2.21], [5.24, 1.75, -2.82], [4.51, 0.63, -2.87], [2.69, -1.49, -1.07], [3.64, -0.89, -0.12], [4.29, -0.48, 0.73], [1.44, -1.99, -0.32], [0.81, -0.99, 0.67], [-0.62, -0.56, 0.32], [0.73, -1.88, 2.44], [2.28, -3.31, -4.39], [0.91, -2.09, -4.20], [3.84, -1.40, -3.92], [1.87, 1.79, -1.13], [3.30, 3.89, -1.09], [5.48, 3.79, -2.25], [6.21, 1.71, -3.29], [3.20, -2.39, -1.44], [1.78, -2.85, 0.25], [0.69, -2.38, -1.01], [1.42, -0.11, 0.84], [-1.12, -1.27, -0.34], [-1.20, -0.43, 1.23], [-0.58, 0.42, -0.15], [2.53, 7.68, -3.28], [3.89, 6.55, -2.97], [3.54, 5.79, -1.74], [5.08, 7.80, -2.48], [1.66, 7.09, -3.55], [2.32, 8.25, -2.37], [2.80, 8.34, -4.10], [4.69, 8.36, -1.64], [5.27, 8.46, -3.33], [6.00, 7.29, -2.20], [-1.42, -4.71, 1.59], [-1.39, -5.00, -0.17], [-1.24, -3.68, -0.85], [-3.12, -5.46, -0.32], [-0.44, -4.37, 1.90], [-2.16, -3.95, 1.82], [-1.67, -5.65, 2.08], [-3.74, -4.64, 0.04], [-3.29, -6.36, 0.27], [-3.33, -5.65, -1.37], [-2.23, -8.21, 4.94], [-2.60, -8.72, 3.26], [-2.42, -7.52, 2.40], [-4.37, -8.91, 3.50], [-1.16, -7.99, 4.99], [-2.80, -7.32, 5.18], [-2.47, -9.02, 5.62], [-4.78, -7.96, 3.84], [-4.55, -9.69, 4.23], [-4.81, -9.19, 2.54], [0.13, 10.52, -3.71], [1.03, 12.04, -3.39], [2.03, 11.72, -2.34], [-0.32, 12.90, -2.59], [0.83, 9.82, -4.17], [-0.23, 10.10, -2.77], [-0.70, 10.71, -4.39], [-0.66, 12.32, -1.72], [-1.14, 13.04, -3.30], [0.05, 13.87, -2.26], [-7.13, -5.14, 5.51], [-5.74, -6.25, 5.82], [-6.01, -6.94, 7.11], [-4.54, -4.95, 6.15], [-8.00, -5.76, 5.32], [-7.29, -4.52, 6.38], [-6.91, -4.53, 4.63], [-4.89, -4.34, 6.98], [-4.41, -4.34, 5.25], [-3.60, -5.42, 6.41]],
  "mulliken_charge": [-0.804, -0.885, 3.306, -0.887, -0.643, -0.953, 0.241, -1.093, -0.436, -0.465, -0.381, 0.246, 0.060, -0.588, -1.567, 0.523, -1.464, -0.201, 0.286, 0.278, 0.445, 0.408, 0.644, 0.397, 0.397, 0.512, 0.798, 0.443, 0.369, 0.276, 0.497, 0.334, -1.106, 0.453, -0.580, -0.989, 0.416, 0.366, 0.397, 0.323, 0.385, 0.313, -0.432, 0.353, -0.570, -0.934, 0.116, 0.321, 0.193, 0.290, 0.328, 0.343, -0.597, 0.330, -0.544, -0.632, 0.355, -0.096, 0.413, -0.031, 0.398, 0.347, -0.784, 0.494, -0.605, -0.913, 0.114, 0.304, 0.422, 0.298, 0.346, 0.323, -1.010, 0.632, -0.660, -1.048, 0.319, 0.348, 0.346, 0.407, 0.346, 0.303],
  "total_charge": 0,
  "homo_energy_ev": -8.60,
  "gap_ha": 0.3306,
  "e_tot_ha": -6046.07411,
  "spin_multiplicity": 1,
  "max_force_ev_per_a": 1.3
}